(P)
22
Properties=species:S:1:pos:R:3:nbo_charge:R:1 method="wB97M-V/def2-TZVPD" smiles="CC(C)CCC=O.O" orbital_gap_ha=0.3738 homo_ev=-9.6
C -1.749 -0.280 -1.386 -0.620
C -0.457 0.509 -1.209 -0.218
C 0.740 -0.280 -1.838 -0.611
C -0.112 0.581 0.302 -0.389
C -1.013 1.516 1.153 -0.514
C -0.361 1.574 2.527 0.438
O -0.053 2.637 3.008 -0.522
H -1.791 -0.999 -0.548 0.211
H -1.805 -0.629 -2.413 0.217
H -2.675 0.319 -1.264 0.211
H -0.454 1.539 -1.617 0.205
H 0.545 -0.225 -2.904 0.202
H 1.784 0.043 -1.685 0.218
H 0.686 -1.355 -1.570 0.208
H 0.948 0.786 0.433 0.212
H -0.143 -0.428 0.819 0.194
H -1.149 2.548 0.723 0.225
H -2.028 1.162 1.199 0.221
H -0.057 0.648 3.054 0.113
O 2.995 -2.989 0.681 -0.917
H 3.753 -3.225 1.243 0.460
H 2.396 -3.452 1.292 0.458

---

(Q)
22
Properties=species:S:1:pos:R:3:nbo_charge:R:1 method="wB97M-V/def2-TZVPD" smiles="CCCCCC=O.O" orbital_gap_ha=0.4030 homo_ev=-10.1
C 1.662 -0.435 2.385 -0.614
C 0.701 -1.268 1.546 -0.404
C -0.650 -0.623 1.181 -0.410
C -0.651 0.912 1.072 -0.386
C -0.163 1.406 -0.309 -0.516
C -1.264 1.151 -1.306 0.460
O -1.399 0.144 -1.962 -0.554
H 2.460 -1.070 2.765 0.218
H 1.159 -0.058 3.282 0.198
H 2.061 0.409 1.828 0.204
H 0.405 -2.203 2.024 0.208
H 1.255 -1.573 0.652 0.205
H -1.453 -0.893 1.848 0.205
H -0.955 -1.003 0.224 0.213
H 0.029 1.326 1.804 0.215
H -1.642 1.318 1.269 0.205
H -0.007 2.478 -0.303 0.222
H 0.716 0.858 -0.639 0.230
H -2.046 1.929 -1.389 0.109
O 1.249 -0.902 -2.560 -0.961
H 0.476 -0.754 -1.993 0.481
H 0.910 -1.225 -3.393 0.471

---

(R)
22
Properties=species:S:1:pos:R:3:nbo_charge:R:1 method="wB97M-V/def2-TZVPD" smiles="C/C=C/CCCO.O" orbital_gap_ha=0.3574 homo_ev=-9.0
C -1.953 0.712 2.192 -0.647
C -0.491 0.544 1.937 -0.193
C 0.058 0.523 0.732 -0.174
C 1.383 0.215 0.183 -0.456
C 1.353 -0.624 -1.083 -0.415
C 1.037 0.223 -2.337 -0.060
O 2.064 1.202 -2.610 -0.724
H -2.229 0.917 3.224 0.211
H -2.361 1.473 1.519 0.216
H -2.530 -0.171 1.910 0.218
H 0.103 0.379 2.839 0.186
H -0.660 0.782 -0.058 0.181
H 1.915 1.164 0.018 0.231
H 2.014 -0.315 0.913 0.205
H 2.324 -1.101 -1.230 0.198
H 0.549 -1.363 -1.098 0.216
H 1.020 -0.470 -3.184 0.161
H 0.135 0.820 -2.257 0.185
H 2.896 0.709 -2.588 0.454
O -2.134 -1.643 0.043 -0.939
H -3.004 -1.927 0.346 0.472
H -1.490 -2.048 0.588 0.473

---

Of them, (Q) has the highest stability.

---

(P)
42
Properties=species:S:1:pos:R:3:nbo_charge:R:1 method="wB97M-V/def2-TZVPD" smiles="CO[C@H]1O[C@H](C)[C@@H](O)C[C@H]1NC(=O)OCc1ccccc1" orbital_gap_ha=0.3610 homo_ev=-9.0
C -4.196 -2.324 0.681 -0.252
O -2.907 -2.009 0.188 -0.539
C -2.780 -0.707 -0.280 0.379
O -2.934 0.174 0.808 -0.553
C -2.801 1.555 0.493 0.072
C -3.974 2.090 -0.331 -0.646
C -1.434 1.861 -0.161 0.073
O -0.408 1.843 0.797 -0.720
C -1.155 0.897 -1.322 -0.447
C -1.386 -0.561 -0.904 -0.069
N -0.410 -0.973 0.089 -0.669
C 0.846 -1.324 -0.295 0.893
O 1.312 -1.140 -1.390 -0.639
O 1.512 -1.869 0.748 -0.519
C 2.897 -2.111 0.518 -0.103
C 3.694 -0.840 0.367 0.046
C 4.831 -0.822 -0.429 -0.241
C 5.568 0.340 -0.566 -0.191
C 5.170 1.497 0.081 -0.222
C 4.034 1.486 0.872 -0.196
C 3.303 0.321 1.020 -0.243
H -4.150 -3.364 0.994 0.197
H -4.455 -1.687 1.530 0.188
H -4.949 -2.205 -0.106 0.168
H -3.553 -0.499 -1.048 0.144
H -2.815 2.033 1.479 0.205
H -4.910 1.749 0.105 0.221
H -3.926 1.757 -1.364 0.201
H -3.957 3.175 -0.317 0.221
H -1.455 2.890 -0.535 0.187
H -0.293 0.927 1.086 0.478
H -0.118 1.007 -1.640 0.253
H -1.802 1.134 -2.167 0.212
H -1.310 -1.211 -1.785 0.219
H -0.786 -1.411 0.918 0.425
H 3.227 -2.674 1.397 0.204
H 3.014 -2.731 -0.377 0.201
H 5.136 -1.721 -0.945 0.209
H 6.452 0.344 -1.188 0.210
H 5.741 2.407 -0.035 0.212
H 3.712 2.385 1.375 0.215
H 2.418 0.316 1.639 0.216

---

(Q)
42
Properties=species:S:1:pos:R:3:nbo_charge:R:1 method="wB97M-V/def2-TZVPD" smiles="CCOC(=O)[C@@H]1[C@H]2C(=O)N(CCCOC)C[C@]23C=C[C@H]1O3" orbital_gap_ha=0.3722 homo_ev=-9.3
C 1.307 -3.418 -4.979 -0.634
C -0.045 -2.719 -4.974 -0.076
O -0.092 -1.687 -3.982 -0.505
C -0.380 -2.055 -2.735 0.805
O -0.631 -3.182 -2.396 -0.605
C -0.402 -0.853 -1.822 -0.329
C -0.362 -1.207 -0.338 -0.328
C 0.691 -0.536 0.531 0.694
O 1.880 -0.472 0.317 -0.621
N 0.062 -0.050 1.627 -0.420
C 0.761 0.637 2.683 -0.216
C 0.580 2.154 2.617 -0.422
C 1.444 2.861 3.654 -0.052
O 1.166 4.240 3.605 -0.536
C 1.943 4.991 4.500 -0.244
C -1.382 -0.182 1.623 -0.221
C -1.675 -0.549 0.186 0.215
C -2.805 -1.410 -0.321 -0.191
C -2.860 -1.153 -1.623 -0.213
C -1.792 -0.107 -1.876 0.062
O -1.770 0.598 -0.657 -0.496
H 1.467 -3.922 -4.030 0.224
H 1.333 -4.153 -5.778 0.217
H 2.103 -2.694 -5.134 0.213
H -0.230 -2.208 -5.921 0.190
H -0.844 -3.439 -4.772 0.197
H 0.388 -0.156 -2.105 0.258
H -0.332 -2.289 -0.190 0.262
H 0.413 0.253 3.649 0.190
H 1.819 0.389 2.562 0.235
H 0.854 2.509 1.623 0.220
H -0.461 2.427 2.796 0.204
H 2.511 2.681 3.446 0.163
H 1.227 2.469 4.662 0.155
H 3.014 4.887 4.282 0.164
H 1.766 4.683 5.538 0.162
H 1.647 6.030 4.374 0.194
H -1.861 0.762 1.888 0.219
H -1.708 -0.968 2.315 0.197
H -3.347 -2.123 0.266 0.225
H -3.474 -1.591 -2.383 0.226
H -1.923 0.554 -2.728 0.217

---

Of them, (P) has the highest stability.

---

(P)
4
Properties=species:S:1:pos:R:3:lowdin_charge:R:1 method="wB97M-V/def2-TZVPD" charge=+1 orbital_gap_ha=0.4796 homo_ev=-17.7
O 0.009 -0.408 -0.414 -0.252
H -0.530 0.408 -0.300 0.004
H -0.447 -1.084 0.137 0.106
K 0.968 1.084 0.577 1.143

---

(Q)
4
Properties=species:S:1:pos:R:3:nbo_charge:R:1 method="wB97M-V/def2-TZVPD" charge=+1 orbital_gap_ha=0.3999 homo_ev=-15.3
O -0.599 -1.482 -2.237 -0.974
H -1.184 -2.204 -1.913 0.482
H -0.960 -1.249 -3.122 0.493
K 0.227 0.543 0.808 0.999

---

Of them, (Q) has the highest stability.

---

(P)
98
Properties=species:S:1:pos:R:3:lowdin_charge:R:1 method="wB97M-V/def2-TZVPD" charge=-2 orbital_gap_ha=0.2355 homo_ev=-2.6
In 0.572 -0.150 -0.982 1.055
C -3.219 5.748 0.393 -0.105
O -3.433 5.671 -1.004 -0.095
C -3.038 4.517 -1.620 -0.293
C -3.228 4.504 -3.031 -0.045
C -2.799 3.426 -3.739 -0.057
C -2.172 2.297 -3.141 -0.088
C -1.606 1.277 -3.957 -0.330
C -1.667 1.380 -5.462 -0.011
O -1.064 0.265 -3.443 -0.210
C -2.063 2.261 -1.686 -0.361
O -1.620 1.299 -1.029 -0.160
C -2.508 3.445 -0.975 0.047
H -3.552 6.739 0.696 0.083
H -2.165 5.618 0.646 0.038
H -3.801 4.990 0.924 0.090
H -3.697 5.356 -3.505 0.097
H -2.951 3.433 -4.810 0.095
H -2.668 1.094 -5.794 0.099
H -0.958 0.696 -5.914 0.048
H -1.455 2.391 -5.802 0.078
H -2.357 3.417 0.095 0.081
O 3.197 -3.397 1.412 -0.024
C 2.751 -2.265 1.598 -0.783
O 2.006 -1.556 0.858 -0.290
C 3.042 -1.542 2.934 -0.236
P 1.973 -0.032 2.946 1.083
C 3.053 1.215 2.136 -0.362
C 3.844 0.895 1.033 -0.088
C 4.609 1.871 0.408 -0.082
C 4.598 3.178 0.872 -0.105
C 3.794 3.512 1.953 -0.101
C 3.019 2.541 2.568 -0.153
C 2.319 0.347 4.756 -0.350
C 1.429 -0.259 5.648 -0.130
C 1.601 -0.180 7.022 -0.102
C 2.678 0.523 7.543 -0.118
C 3.577 1.127 6.675 -0.102
C 3.403 1.034 5.300 -0.093
H 4.093 -1.247 2.983 0.089
H 2.817 -2.189 3.782 0.080
H 3.838 -0.114 0.642 0.097
H 5.200 1.605 -0.460 0.101
H 5.196 3.935 0.380 0.091
H 3.750 4.534 2.310 0.096
H 2.370 2.827 3.387 0.084
H 0.597 -0.830 5.245 0.080
H 0.897 -0.669 7.685 0.094
H 2.821 0.594 8.614 0.089
H 4.428 1.668 7.071 0.093
H 4.126 1.501 4.643 0.098
C -0.414 -4.008 3.918 -0.086
C 0.097 -3.719 2.635 -0.058
C -0.639 -2.975 1.755 0.012
C -1.917 -2.483 2.119 -0.071
C -2.689 -1.675 1.222 -0.226
C -3.899 -1.174 1.631 -0.004
C -4.410 -1.492 2.907 -0.093
C -3.712 -2.284 3.771 -0.074
C -2.438 -2.784 3.402 -0.184
C -1.652 -3.560 4.289 -0.063
H 0.182 -4.590 4.612 0.096
H 1.078 -4.073 2.344 0.096
H -0.239 -2.742 0.779 0.105
H -4.450 -0.511 0.983 0.104
H -5.367 -1.079 3.204 0.094
H -4.110 -2.519 4.752 0.098
H -2.049 -3.783 5.274 0.098
C -2.827 -3.307 -1.260 -0.027
C -2.752 -1.793 -1.210 -0.396
C -4.082 -1.117 -1.497 -0.041
O -2.125 -1.370 0.028 -0.095
H -3.226 -3.618 -2.227 0.087
H -3.470 -3.698 -0.466 0.082
H -1.827 -3.730 -1.156 0.084
H -2.037 -1.458 -1.956 0.092
H -4.900 -1.538 -0.908 0.069
H -4.309 -1.265 -2.555 0.087
H -4.000 -0.046 -1.313 0.079
S -0.203 4.218 2.143 0.621
C -1.108 3.267 3.171 -0.785
N -0.859 1.925 3.316 0.074
C -1.496 1.115 4.188 -0.084
C -2.483 1.587 4.991 -0.076
C -2.836 2.950 4.861 -0.079
C -2.182 3.755 3.981 -0.111
H -0.138 1.491 2.741 0.079
H -1.172 0.085 4.189 0.107
H -2.984 0.931 5.685 0.097
H -3.640 3.351 5.467 0.101
H -2.437 4.797 3.863 0.092
F 0.698 -2.896 -5.089 -0.437
Te 0.439 -1.238 -4.147 1.762
F 1.252 0.482 -3.675 -0.460
F -1.271 -1.583 -4.997 -0.411
F 0.799 -0.485 -5.857 -0.389
F 2.326 -1.555 -4.045 -0.428
O 0.060 -2.018 -2.573 -0.652

---

(Q)
98
Properties=species:S:1:pos:R:3:lowdin_charge:R:1 method="wB97M-V/def2-TZVPD" charge=-2 orbital_gap_ha=0.2351 homo_ev=-2.5
In -0.786 -0.044 -1.442 0.968
C 5.949 -3.830 -0.623 -0.099
O 6.272 -2.821 -1.559 -0.098
C 5.321 -1.858 -1.783 -0.301
C 5.679 -0.876 -2.729 -0.055
C 4.753 0.089 -3.027 -0.068
C 3.478 0.167 -2.436 -0.106
C 2.554 1.210 -2.862 -0.399
C 2.983 2.170 -3.968 -0.020
O 1.440 1.384 -2.383 -0.095
C 3.113 -0.813 -1.429 -0.375
O 2.019 -0.835 -0.801 -0.157
C 4.106 -1.829 -1.158 0.043
H 6.800 -4.509 -0.605 0.083
H 5.048 -4.380 -0.906 0.086
H 5.796 -3.410 0.376 0.085
H 6.651 -0.913 -3.203 0.094
H 5.028 0.836 -3.762 0.092
H 3.761 2.843 -3.599 0.082
H 2.115 2.757 -4.254 0.068
H 3.375 1.648 -4.841 0.072
H 3.831 -2.593 -0.448 0.080
O -4.430 0.576 1.370 -0.025
C -3.429 -0.076 1.055 -0.763
O -2.743 0.032 -0.004 -0.261
C -3.018 -1.179 2.054 -0.263
P -1.507 -2.150 1.651 1.062
C -2.191 -3.508 0.635 -0.375
C -3.317 -3.315 -0.164 -0.080
C -3.758 -4.320 -1.014 -0.091
C -3.078 -5.528 -1.086 -0.109
C -1.942 -5.720 -0.311 -0.094
C -1.500 -4.716 0.536 -0.131
C -1.270 -2.943 3.296 -0.367
C -0.456 -2.244 4.190 -0.115
C -0.243 -2.709 5.479 -0.094
C -0.830 -3.898 5.893 -0.112
C -1.636 -4.606 5.012 -0.099
C -1.860 -4.130 3.727 -0.086
H -3.873 -1.848 2.186 0.091
H -2.839 -0.709 3.022 0.077
H -3.838 -2.366 -0.148 0.099
H -4.630 -4.149 -1.634 0.097
H -3.419 -6.307 -1.757 0.090
H -1.378 -6.642 -0.378 0.097
H -0.592 -4.879 1.106 0.050
H 0.014 -1.318 3.874 0.092
H 0.390 -2.143 6.152 0.097
H -0.656 -4.273 6.894 0.090
H -2.098 -5.534 5.327 0.093
H -2.495 -4.689 3.051 0.100
C -2.720 2.492 4.924 -0.086
C -2.826 2.413 3.519 -0.063
C -1.703 2.252 2.756 0.006
C -0.428 2.173 3.364 -0.077
C 0.758 2.002 2.582 -0.246
C 1.983 1.956 3.196 -0.016
C 2.079 2.061 4.601 -0.094
C 0.965 2.203 5.376 -0.066
C -0.318 2.265 4.773 -0.175
C -1.500 2.419 5.536 -0.057
H -3.618 2.600 5.522 0.094
H -3.792 2.427 3.032 0.100
H -1.779 2.158 1.680 0.120
H 2.869 1.803 2.597 0.104
H 3.058 2.015 5.065 0.094
H 1.043 2.273 6.455 0.098
H -1.418 2.473 6.616 0.100
C 0.442 4.178 0.644 -0.027
C 1.068 2.839 0.319 -0.389
C 2.580 2.878 0.209 -0.036
O 0.591 1.823 1.249 -0.054
H 0.737 4.902 -0.117 0.085
H 0.768 4.544 1.623 0.083
H -0.645 4.102 0.630 0.082
H 0.678 2.485 -0.629 0.078
H 3.049 3.384 1.057 0.072
H 2.837 3.429 -0.699 0.087
H 2.968 1.864 0.106 0.084
S 2.106 -5.628 0.632 0.533
C 2.583 -4.315 1.570 -0.816
N 2.018 -3.084 1.406 0.068
C 2.359 -1.966 2.081 -0.086
C 3.321 -2.022 3.044 -0.065
C 3.943 -3.262 3.281 -0.077
C 3.593 -4.373 2.571 -0.120
H 1.331 -2.976 0.666 0.121
H 1.836 -1.071 1.772 0.118
H 3.588 -1.136 3.595 0.096
H 4.717 -3.335 4.036 0.102
H 4.069 -5.329 2.734 0.091
F -2.259 4.835 -2.384 -0.399
Te -1.537 3.290 -3.174 1.734
F -1.029 1.943 -4.374 -0.398
F 0.155 4.078 -2.939 -0.385
F -1.516 4.344 -4.735 -0.397
F -3.305 2.895 -3.676 -0.394
O -1.468 2.296 -1.682 -0.680

---

Of them, (Q) has the highest stability.